Record 1
A cluster of 5 separate species, C19H40N2O9 in total at a distorted geometry, computed with ωB97M-V/def2-TZVPD.

ORCA input file:
```
! RIJCOSX wB97M-V def2-TZVPD def2/J DEFGRID3
* xyz 0 1
C -17.155 -21.451 18.807
O -16.566 -20.323 19.416
C -16.864 -20.227 20.788
C -16.240 -18.994 21.382
O -14.858 -19.119 21.616
C -14.010 -18.969 20.487
C -12.578 -19.338 20.827
O -11.930 -19.946 19.743
C -10.717 -20.569 20.169
H -16.551 -22.331 19.060
H -17.154 -21.344 17.723
H -18.194 -21.611 19.109
H -16.494 -21.102 21.343
H -17.949 -20.200 20.974
H -16.741 -18.804 22.337
H -16.410 -18.066 20.822
H -14.089 -17.972 20.045
H -14.422 -19.670 19.755
H -12.571 -19.886 21.780
H -12.004 -18.438 21.096
H -10.994 -21.392 20.834
H -10.135 -19.772 20.644
H -10.163 -20.948 19.313
C -15.379 -24.235 16.631
O -14.365 -24.869 17.366
C -14.613 -26.260 17.437
C -13.453 -26.985 18.069
O -13.169 -26.547 19.366
C -12.215 -27.279 20.091
C -12.120 -26.684 21.461
O -11.680 -25.351 21.317
C -11.465 -24.645 22.503
H -15.561 -24.693 15.649
H -15.126 -23.207 16.374
H -16.315 -24.265 17.201
H -14.660 -26.664 16.418
H -15.568 -26.445 17.940
H -12.571 -26.817 17.432
H -13.653 -28.064 18.050
H -11.260 -27.179 19.563
H -12.495 -28.335 20.177
H -11.484 -27.244 22.158
H -13.107 -26.666 21.949
H -11.120 -23.634 22.280
H -10.717 -25.118 23.146
H -12.413 -24.484 23.034
C -17.495 -13.537 10.966
O -16.598 -13.782 12.049
C -16.964 -14.774 12.865
O -17.859 -15.550 12.706
O -16.124 -14.764 13.887
C -16.413 -15.542 15.039
H -18.462 -13.126 11.255
H -17.664 -14.467 10.422
H -16.968 -12.816 10.345
H -16.078 -16.566 14.871
H -17.460 -15.517 15.338
H -15.816 -15.112 15.840
C -11.454 -23.895 18.644
C -11.317 -23.234 17.347
N -11.195 -22.719 16.331
H -10.929 -23.311 19.397
H -11.030 -24.891 18.594
H -12.511 -23.918 18.903
C -13.735 -20.444 16.924
C -14.062 -19.037 16.832
N -14.331 -17.921 16.799
H -14.613 -21.028 17.201
H -12.945 -20.630 17.649
H -13.395 -20.809 15.953
*
```

Summary:
M = 440.5 g/mol
LUMO level = 0.578 eV
Kohn-Sham gap = 10.15 eV
energy = -1534.47481 a.u.

---

Record 2
The molecule C2H2N2O2S at a distorted geometry, computed with ωB97M-V/def2-TZVPD.

ORCA input file:
```
! RIJCOSX wB97M-V def2-TZVPD def2/J DEFGRID3
* xyz 0 1
C 0.380 -0.139 -0.931
C -0.128 -0.074 0.484
H 1.264 -1.028 -2.304
H -0.085 2.591 -0.500
N 0.067 0.954 -1.541
N -0.693 1.740 -0.668
O 0.909 -1.223 -1.440
O -0.637 1.125 0.638
S -0.030 -1.148 1.711
*
```

Summary:
relative energy (zero: lowest compared OMol25 entry of this formula, charge and spin) = 52.4 kcal/mol
M = 118.1 g/mol
LUMO level = -0.364 eV
Kohn-Sham gap = 8.64 eV
energy = -735.50380 a.u.

---

Record 3
A structure of composition C19H16FN3O4S at a distorted geometry, computed with ωB97M-V/def2-TZVPD.

ORCA input file:
```
! RIJCOSX wB97M-V def2-TZVPD def2/J DEFGRID3
* xyz 0 1
C -0.160 -2.471 -1.534
N 0.199 -1.209 -1.959
C -0.608 -0.187 -1.462
N -1.638 -0.463 -1.090
C -2.585 0.338 -0.797
C -2.885 1.550 -1.484
C -3.817 2.514 -1.079
C -4.498 2.023 0.291
C -4.019 0.977 1.093
C -3.108 0.227 0.615
H -2.657 -0.622 1.466
O -4.662 0.951 2.342
C -5.683 2.102 1.995
O -5.463 2.872 1.041
H -6.690 1.694 2.244
H -5.310 2.984 2.985
H -4.321 3.263 -1.734
H -2.470 1.715 -2.430
S 0.079 1.441 -1.529
C 1.993 1.245 -2.039
C 1.941 0.043 -3.254
C 1.617 -1.122 -2.675
O 2.040 -2.199 -2.990
H 3.054 0.156 -3.569
H 1.205 0.246 -3.901
H 2.238 2.123 -2.417
C 2.837 0.670 -1.158
O 4.005 0.640 -0.984
N 2.328 0.250 0.088
C 2.762 -0.394 1.196
C 4.112 -0.638 1.577
C 4.576 -1.372 2.559
C 3.676 -1.786 3.540
C 2.346 -1.733 3.138
C 1.926 -1.059 2.075
F 0.537 -0.947 2.103
H 1.533 -2.306 3.935
H 4.148 -2.076 4.419
H 5.672 -1.315 2.819
H 4.972 -0.108 0.902
H 1.181 0.440 0.094
H -0.081 -2.398 -0.380
H 0.711 -3.300 -1.876
H -1.035 -2.761 -2.174
*
```

Summary:
relative energy (zero: lowest compared OMol25 entry of this formula, charge and spin) = 313.1 kcal/mol
M = 401.4 g/mol
LUMO level = -0.036 eV
Kohn-Sham gap = 7.75 eV
energy = -1696.43294 a.u.

---

Record 4
A cluster of 3 separate species, C4H7NO2 in total at a distorted geometry, computed with ωB97M-V/def2-TZVPD.

ORCA input file:
```
! RIJCOSX wB97M-V def2-TZVPD def2/J DEFGRID3
* xyz 0 1
C 0.924 1.481 -0.015
C -0.573 1.580 0.098
C -0.426 -1.414 -1.362
N 0.545 -1.872 -0.691
C -0.414 -1.603 2.254
O -0.183 -0.808 3.031
O -1.285 0.743 0.605
H 1.252 0.441 0.071
H 1.373 2.073 0.793
H 1.267 1.915 -0.960
H -1.024 2.506 -0.318
H -0.268 -0.518 -1.970
H -1.437 -1.836 -1.383
H 0.249 -2.688 -0.152
*
```

Summary:
relative energy (zero: lowest compared OMol25 entry of this formula, charge and spin) = 54.2 kcal/mol
M = 101.1 g/mol
LUMO level = 1.024 eV
Kohn-Sham gap = 10.99 eV
energy = -361.79450 a.u.